Entry 1:
Computed, not measured: a cluster of 2 separate species, C4H9NO in total, with wB97M-V/def2-TZVPD.

As for the HOMO energy (spin up / spin down): -0.273 / -0.273 Ha. Its relative energy (zero: lowest compared OMol25 entry of this formula, charge and spin) is 435.6 kJ/mol. For the calculated total energy, the calculation gives -287.6666 Eh. As for the HOMO-LUMO gap (spin up / spin down): 0.27860 / 0.27855 Eh. As for the charge: 0.

CARTESIAN COORDINATES (ANGSTROEM)
H 0.462 -0.003 1.614
H 0.764 1.788 -0.912
C -1.290 0.095 0.474
N -2.560 -0.395 0.438
H 0.155 0.224 -1.596
H -0.318 -1.641 1.332
C -0.208 -0.607 1.008
H 2.525 0.478 0.383
H -2.738 -1.328 0.774
C 2.057 0.091 -0.525
H -3.174 -0.034 -0.275
C 0.716 0.708 -0.807
H 2.705 0.380 -1.373
O -1.095 1.240 -0.069
H 2.000 -0.996 -0.466

These are the Mulliken partial charges, in e, on atoms 1 to 6: 0.284 0.313 0.640 -0.441 0.333 0.295

Entry 2:
Computed, not measured: an isolated molecule of C4H9NO, with wB97M-V/def2-TZVPD.

As for the HOMO energy: -0.338 Ha. Its relative energy (zero: lowest compared OMol25 entry of this formula, charge and spin) is 169.6 kJ/mol. For the calculated total energy, the calculation gives -287.7678 Eh. As for the HOMO-LUMO gap: 0.37111 Eh. As for the charge: 0.

CARTESIAN COORDINATES (ANGSTROEM)
C 2.421 -0.188 -0.342
O -0.035 1.510 0.271
H 2.074 0.769 -0.737
H -0.616 2.184 -0.098
C -0.438 0.241 -0.208
H 0.274 -0.602 1.639
H -2.493 0.808 -0.578
C 0.339 -0.833 0.571
H -0.138 -1.806 0.413
H 3.465 -0.425 -0.495
N 1.727 -1.021 0.281
H -0.185 0.152 -1.280
C -1.943 0.040 -0.035
H -2.243 -0.932 -0.418
H -2.207 0.102 1.018

These are the Mulliken partial charges, in e, on atoms 1 to 6: -0.248 -0.540 0.246 0.300 0.406 0.347

Entry 3:
Computed, not measured: a cluster of 3 separate species, C4H9NO in total at a distorted geometry, with wB97M-V/def2-TZVPD.

As for the HOMO energy: -0.265 Ha. Its relative energy (zero: lowest compared OMol25 entry of this formula, charge and spin) is 567.0 kJ/mol. For the calculated total energy, the calculation gives -287.6165 Eh. As for the HOMO-LUMO gap: 0.28290 Eh. As for the charge: 0.

CARTESIAN COORDINATES (ANGSTROEM)
C -1.886 -0.021 0.327
H -0.295 -0.411 0.102
H 1.605 0.165 -2.473
H -0.121 0.493 0.188
H 2.408 0.754 0.978
C 2.259 -0.078 0.284
H -3.633 -0.032 1.437
H -0.227 0.278 -2.157
N -2.625 -0.143 1.469
C 0.779 0.189 -1.764
H 3.107 -0.090 -0.405
H -2.193 -0.336 2.356
H 2.291 -1.003 0.865
O -2.433 0.181 -0.754
C 0.966 0.054 -0.452

These are the Mulliken partial charges, in e, on atoms 1 to 6: -0.255 0.354 0.284 0.307 0.275 -0.985

Entry 4:
Computed, not measured: an isolated molecule of C4H9NO, with wB97M-V/def2-TZVPD.

As for the HOMO energy: -0.354 Ha. Its relative energy (zero: lowest compared OMol25 entry of this formula, charge and spin) is 28.0 kJ/mol. For the calculated total energy, the calculation gives -287.8218 Eh. As for the HOMO-LUMO gap: 0.38729 Eh. As for the charge: 0.

CARTESIAN COORDINATES (ANGSTROEM)
H 2.148 -2.380 -0.598
C 2.021 -1.368 -0.200
H 2.790 -0.714 -0.628
H 2.139 -1.389 0.884
C -1.267 1.771 0.099
H -1.668 -0.076 -0.976
H -2.153 2.265 -0.309
O 0.180 -0.434 1.702
H -1.129 2.097 1.134
H 0.389 -0.782 -1.427
N 0.693 -0.864 -0.470
H -0.397 2.104 -0.477
H -2.212 -0.080 0.707
C -0.122 -0.397 0.520
C -1.410 0.247 0.040

These are the Mulliken partial charges, in e, on atoms 1 to 6: 0.271 -0.812 0.277 0.312 -1.088 0.277

Entry 5:
Computed, not measured: a cluster of 2 separate species, C4H9NO in total at a distorted geometry, with wB97M-V/def2-TZVPD.

As for the HOMO energy: -0.263 Ha. Its relative energy (zero: lowest compared OMol25 entry of this formula, charge and spin) is 328.5 kJ/mol. For the calculated total energy, the calculation gives -287.7074 Eh. As for the HOMO-LUMO gap: 0.29782 Eh. As for the charge: 0.

CARTESIAN COORDINATES (ANGSTROEM)
H 0.141 -0.687 1.631
H 1.638 1.175 1.591
H 1.951 -0.560 -0.904
H 0.036 -3.162 0.621
H 2.442 2.967 0.369
H 2.324 2.075 -1.121
C 1.833 1.009 0.540
H 1.849 -2.781 0.366
O -5.493 0.510 -1.732
C 0.845 -2.443 0.592
C 1.453 -0.165 -0.030
N 2.119 2.163 -0.144
C 0.653 -1.107 0.767
H -6.216 -0.108 -1.565
H -5.574 1.114 -0.982

These are the Mulliken partial charges, in e, on atoms 1 to 6: 0.296 0.280 0.350 0.254 0.212 0.203

Entry 6:
Computed, not measured: a cluster of 2 separate species, C4H9NO in total, with wB97M-V/def2-TZVPD.

As for the HOMO energy: -0.402 Ha. Its relative energy (zero: lowest compared OMol25 entry of this formula, charge and spin) is 81.6 kJ/mol. For the calculated total energy, the calculation gives -287.8014 Eh. As for the HOMO-LUMO gap: 0.42937 Eh. As for the charge: 0.

CARTESIAN COORDINATES (ANGSTROEM)
O 1.380 0.697 1.673
H -0.975 1.329 0.773
H 3.591 0.457 -0.508
H -2.307 0.982 -0.336
H -0.137 -2.244 0.167
H 0.511 -0.111 -0.823
N 2.606 0.367 -0.340
C -1.218 1.056 -0.261
H -0.892 1.881 -0.904
H -1.814 -1.712 0.366
H -0.541 -1.031 1.387
H -0.927 -0.588 -1.635
C 2.049 0.554 0.725
C -0.772 -1.375 0.372
C -0.554 -0.264 -0.656

These are the Mulliken partial charges, in e, on atoms 1 to 6: -0.407 0.267 0.258 0.382 0.299 0.113

Entry 7:
Computed, not measured: an isolated molecule of C4H9NO, with wB97M-V/def2-TZVPD.

As for the HOMO energy: -0.353 Ha. Its relative energy (zero: lowest compared OMol25 entry of this formula, charge and spin) is 43.1 kJ/mol. For the calculated total energy, the calculation gives -287.8160 Eh. As for the HOMO-LUMO gap: 0.38766 Eh. As for the charge: 0.

CARTESIAN COORDINATES (ANGSTROEM)
H -1.069 -0.337 -1.758
H 0.910 -0.326 2.290
C 0.215 -0.129 -0.132
H -0.025 1.442 -3.003
H -1.716 -0.718 0.703
H -0.518 0.671 2.456
C 0.568 0.972 -2.218
H -0.529 -0.996 3.093
C -0.643 -0.860 0.897
O 1.322 0.285 0.183
H 1.400 0.411 -2.657
C -0.184 -0.357 2.277
N -0.271 0.144 -1.375
H 1.004 1.740 -1.577
H -0.465 -1.942 0.820

These are the Mulliken partial charges, in e, on atoms 1 to 6: 0.229 0.285 0.465 0.314 0.276 0.287

Entry 8:
Computed, not measured: an isolated molecule of C4H9NO at a distorted geometry, with wB97M-V/def2-TZVPD.

As for the HOMO energy: -0.320 Ha. Its relative energy (zero: lowest compared OMol25 entry of this formula, charge and spin) is 181.1 kJ/mol. For the calculated total energy, the calculation gives -287.7635 Eh. As for the HOMO-LUMO gap: 0.35591 Eh. As for the charge: 0.

CARTESIAN COORDINATES (ANGSTROEM)
H -0.105 -1.662 -0.129
H 0.016 1.683 1.621
C 1.048 -0.153 -1.167
H -1.485 1.079 0.017
H 1.473 1.564 0.839
H 1.241 -0.964 1.576
C -1.272 0.088 -0.431
N 0.547 -0.304 1.278
H 0.639 -0.437 -2.139
H 1.163 0.921 -1.314
H 1.428 1.140 2.582
C 0.060 -0.587 -0.060
O -1.908 -0.337 -1.361
C 0.908 1.036 1.639
H 1.956 -0.685 -0.929

These are the Mulliken partial charges, in e, on atoms 1 to 6: 0.323 0.219 -1.394 0.270 0.273 0.261

Entry 9:
Computed, not measured: a cluster of 2 separate species, C4H9NO in total, with wB97M-V/def2-TZVPD.

As for the HOMO energy: -0.359 Ha. Its relative energy (zero: lowest compared OMol25 entry of this formula, charge and spin) is 133.5 kJ/mol. For the calculated total energy, the calculation gives -287.7816 Eh. As for the HOMO-LUMO gap: 0.39245 Eh. As for the charge: 0.

CARTESIAN COORDINATES (ANGSTROEM)
C 1.870 0.868 -0.766
H -1.937 -1.493 -0.032
N -1.389 -0.875 0.539
C -0.116 0.863 -2.286
H -0.304 1.765 -2.871
H -1.084 0.390 -2.106
H -0.880 -2.435 1.781
C -0.732 -1.352 1.628
C 0.619 1.212 -1.025
H 0.077 1.839 -0.320
H 2.372 0.094 -1.332
O -0.041 -0.681 2.355
H -1.127 0.033 0.192
H 2.384 1.280 0.092
H 0.486 0.190 -2.899

These are the Mulliken partial charges, in e, on atoms 1 to 6: -0.784 0.211 -0.259 -0.869 0.274 0.242

Entry 10:
Computed, not measured: an isolated molecule of C4H9NO, with wB97M-V/def2-TZVPD.

As for the HOMO energy: -0.263 Ha. Its relative energy (zero: lowest compared OMol25 entry of this formula, charge and spin) is 392.9 kJ/mol. For the calculated total energy, the calculation gives -287.6828 Eh. As for the HOMO-LUMO gap: 0.28909 Eh. As for the charge: 0.

CARTESIAN COORDINATES (ANGSTROEM)
H 2.221 -0.568 0.771
H -1.717 0.669 1.696
O -0.643 1.968 0.549
C -1.758 -1.083 -0.460
C 0.619 -0.156 -0.665
H -2.635 -0.742 0.115
H -0.279 -1.023 0.975
H 2.724 0.233 -0.714
N -0.537 -0.357 0.250
H 1.892 1.168 0.529
H -1.833 -0.609 -1.450
H 0.331 0.640 -1.355
C -0.999 0.872 0.886
C 1.928 0.191 0.037
H 0.687 -1.093 -1.221

These are the Mulliken partial charges, in e, on atoms 1 to 6: 0.319 0.421 -0.443 -0.801 -0.587 0.147

Entry 11:
Computed, not measured: a cluster of 2 separate species, C4H9NO in total at a distorted geometry, with wB97M-V/def2-TZVPD.

As for the HOMO energy: -0.308 Ha. Its relative energy (zero: lowest compared OMol25 entry of this formula, charge and spin) is 266.9 kJ/mol. For the calculated total energy, the calculation gives -287.7308 Eh. As for the HOMO-LUMO gap: 0.34013 Eh. As for the charge: 0.

CARTESIAN COORDINATES (ANGSTROEM)
C -0.113 1.694 -0.735
H 1.365 3.133 -0.466
H 1.486 -1.964 -0.482
C -1.090 -1.790 1.455
H -0.374 0.765 -1.242
N 0.668 -1.432 -0.216
O -1.159 2.454 -0.259
C 1.142 2.122 -0.772
H 1.864 1.679 -1.442
H 0.948 -0.515 0.111
H -1.495 -2.435 2.214
H 0.184 -3.240 0.747
C -0.095 -2.190 0.677
H -1.800 2.520 -0.981
H -1.530 -0.802 1.393

These are the Mulliken partial charges, in e, on atoms 1 to 6: -0.108 0.290 0.237 -0.770 0.408 -0.462

Entry 12:
Computed, not measured: an isolated molecule of C4H9NO, with wB97M-V/def2-TZVPD.

As for the HOMO energy: -0.343 Ha. Its relative energy (zero: lowest compared OMol25 entry of this formula, charge and spin) is 73.8 kJ/mol. For the calculated total energy, the calculation gives -287.8044 Eh. As for the HOMO-LUMO gap: 0.37578 Eh. As for the charge: 0.

CARTESIAN COORDINATES (ANGSTROEM)
O -0.487 1.900 1.296
H 2.493 1.164 -0.238
H 1.708 0.282 1.064
H -1.899 0.461 1.614
N -0.616 -0.014 0.071
H -1.778 -1.217 -1.214
C 1.865 0.297 -0.017
H -0.632 -2.106 -0.183
C 0.517 0.408 -0.745
H 0.336 1.445 -1.040
H 0.511 -0.200 -1.655
H 2.416 -0.605 -0.299
H -2.099 -1.404 0.521
C -1.023 0.834 1.049
C -1.311 -1.246 -0.222

These are the Mulliken partial charges, in e, on atoms 1 to 6: -0.569 0.278 0.305 0.267 0.108 0.317